1.
This record from the Open Molecules 2025 dataset describes a molecular structure, C47H47N5O6ReS2SbSi. The level of theory is ωB97M-V with the def2-TZVPD basis set.

Structure (XYZ):
```
110
Properties=species:S:1:pos:R:3:forces:R:3:lowdin_spin:R:1
Re -0.755801 2.047588 0.031059 0.220 0.214 0.111 1.606
S 5.570655 6.165755 0.594215 -0.008 -0.004 0.005 -0.002
N 5.372883 4.596043 0.297962 0.021 -0.021 -0.004 0.001
C 4.073299 4.355356 0.345015 -0.019 0.149 0.011 -0.001
C 3.445460 3.064046 0.154431 -0.075 -0.074 0.000 0.001
C 4.140515 1.875770 -0.069160 0.011 0.010 -0.003 0.000
C 3.420428 0.708825 -0.210926 0.001 0.006 -0.003 0.003
C 2.034781 0.742270 -0.120313 -0.023 -0.050 0.044 0.006
N 1.361054 1.868332 0.109867 -0.264 -0.073 0.103 0.018
C 2.051944 3.024597 0.227549 0.154 -0.088 -0.007 0.003
C 1.263049 4.216713 0.455029 -0.027 0.121 0.063 0.027
N -0.086085 4.059726 0.441749 -0.010 -0.276 -0.027 0.021
C -0.855842 5.097262 0.797276 -0.050 -0.058 -0.064 0.036
C -0.325403 6.340522 1.107367 0.008 0.040 0.010 -0.004
C 1.039509 6.533574 1.040291 0.007 0.015 -0.015 0.034
C 1.857328 5.453126 0.711952 -0.115 -0.058 -0.004 -0.001
C 3.302080 5.514934 0.631445 0.126 -0.084 -0.035 0.000
N 4.034405 6.604069 0.793335 -0.012 0.033 0.017 -0.003
H 5.220741 1.889702 -0.124353 -0.002 0.003 -0.006 0.000
H 3.908015 -0.241542 -0.382927 0.011 0.012 -0.004 0.000
H 1.428509 -0.151617 -0.233003 0.033 -0.014 0.015 0.000
H -1.920552 4.908320 0.836493 0.010 0.010 0.013 0.001
H -0.993111 7.141248 1.390758 0.005 0.004 -0.005 -0.001
H 1.487432 7.495683 1.251189 0.001 -0.004 0.002 0.002
C -0.799389 -0.625969 3.313855 0.033 0.009 -0.035 0.000
C -1.793886 0.186123 2.494492 0.011 -0.168 0.092 0.004
C -3.133988 0.218822 3.212324 0.040 0.007 0.087 0.001
O -1.247285 1.531939 2.308699 -0.214 0.188 -0.086 0.009
C -1.868562 -0.489307 1.115773 -0.087 0.137 0.245 0.016
O -2.416697 -1.539563 0.934255 -0.033 -0.020 0.088 0.017
O -1.164480 0.135758 0.184615 0.006 0.055 -0.686 0.137
H -0.519820 -0.063941 4.204861 -0.006 -0.015 0.008 0.000
H 0.092485 -0.863243 2.740591 0.110 0.038 -0.015 0.000
H -1.268309 -1.564006 3.609795 0.017 -0.008 -0.025 0.000
H -2.969549 0.294670 4.288101 -0.009 0.040 -0.002 0.000
H -3.658287 -0.712976 3.006296 0.023 -0.009 0.002 0.000
H -3.766154 1.039105 2.889565 -0.011 -0.048 -0.023 0.000
H -1.952743 2.162180 2.537113 -0.053 -0.014 0.043 0.001
O -2.122803 3.920578 -2.426440 0.020 0.088 0.026 0.045
C -3.032776 3.712582 -1.359725 -0.117 0.021 -0.039 0.338
N -2.751592 2.778620 -0.417174 0.234 -0.091 0.082 0.221
S -4.002754 2.757340 0.672858 -0.104 0.046 -0.028 0.036
O -3.489322 3.283528 1.925120 0.008 0.060 0.010 0.029
O -4.615293 1.466398 0.718007 -0.002 0.001 -0.006 0.032
C -4.975195 3.945333 -0.174862 0.127 -0.031 0.043 0.095
C -6.222182 4.427448 0.157825 -0.078 0.019 -0.032 -0.007
C -6.789210 5.380378 -0.679231 0.010 -0.039 0.041 0.106
C -6.105996 5.819891 -1.818162 0.035 0.011 -0.037 -0.008
C -4.855902 5.337508 -2.152704 -0.032 0.007 -0.025 0.087
C -4.269197 4.377529 -1.314490 -0.036 0.030 0.055 0.027
H -6.741631 4.072745 1.038054 0.003 0.001 -0.001 -0.002
H -7.765592 5.783818 -0.451859 0.000 -0.006 0.007 0.006
H -6.571755 6.558985 -2.456425 0.001 -0.003 -0.001 -0.003
H -4.346249 5.685555 -3.041163 0.004 0.002 0.006 0.004
C -1.953274 -4.137601 -1.085325 0.001 -0.014 -0.061 0.000
C -1.620394 -4.756328 0.245231 -0.038 0.031 0.042 0.000
C -2.514885 -5.636304 0.846371 0.026 0.011 0.000 0.000
C -2.255675 -6.186800 2.093512 0.012 0.004 0.003 0.000
C -1.088173 -5.859923 2.763771 -0.021 -0.009 0.000 0.000
C -0.179292 -4.992489 2.172440 0.058 0.013 -0.011 0.000
C -0.430164 -4.445892 0.918034 -0.032 -0.011 -0.088 0.000
Sb 0.914639 -3.039352 0.043623 0.222 0.104 0.326 0.001
C 2.626031 -3.545349 1.288308 0.005 -0.162 -0.077 0.000
C 3.129076 -4.845287 1.154622 0.018 -0.006 0.007 0.000
C 4.216319 -5.291334 1.883965 -0.009 0.018 0.006 0.000
C 4.839040 -4.429081 2.777123 -0.011 0.001 -0.014 0.000
C 4.354485 -3.144391 2.924552 -0.007 -0.007 -0.012 0.000
C 3.252622 -2.686378 2.194919 0.034 -0.004 0.040 0.000
C 2.805335 -1.276013 2.470842 -0.044 0.037 0.018 0.000
C 1.590097 -4.226105 -1.611552 -0.038 0.027 -0.071 0.000
C 1.284657 -5.587392 -1.650441 -0.045 -0.035 -0.057 0.000
C 1.726246 -6.395669 -2.685301 -0.012 0.013 0.024 0.000
C 2.487641 -5.842544 -3.705003 0.004 0.021 -0.008 0.000
C 2.784943 -4.491347 -3.682247 -0.017 -0.003 -0.003 0.000
C 2.341453 -3.664577 -2.649093 0.009 -0.066 -0.020 0.000
C 2.707049 -2.201934 -2.725958 0.006 0.011 0.024 0.000
H -2.890593 -4.531868 -1.476430 -0.007 0.004 0.018 0.000
H -1.177698 -4.336234 -1.829593 -0.002 -0.003 0.014 0.000
H -2.062988 -3.054929 -0.980311 0.008 -0.003 0.015 0.000
H -3.433553 -5.886898 0.329121 -0.001 -0.001 0.002 0.000
H -2.968600 -6.867835 2.540346 0.001 0.001 0.002 0.000
H -0.877968 -6.280260 3.738840 -0.005 -0.004 -0.001 0.000
H 0.737995 -4.750902 2.697055 0.003 -0.008 -0.014 0.000
H 2.659926 -5.533279 0.463690 0.000 0.002 -0.010 0.000
H 4.573924 -6.304692 1.755174 0.006 0.002 0.005 0.000
H 5.692265 -4.757951 3.356122 0.000 -0.003 -0.001 0.000
H 4.831224 -2.469188 3.627266 0.001 -0.003 -0.002 0.000
H 2.501506 -1.166222 3.513858 -0.021 0.006 -0.005 0.000
H 1.964884 -0.983143 1.846738 -0.025 -0.012 -0.019 0.000
H 3.617205 -0.566624 2.296430 0.010 -0.001 0.027 0.000
H 0.681663 -6.023386 -0.860878 0.014 -0.003 0.001 0.000
H 1.476934 -7.448821 -2.694410 0.005 -0.002 -0.002 0.000
H 2.845504 -6.461220 -4.517685 -0.003 0.001 -0.003 0.000
H 3.374510 -4.059445 -4.483787 0.000 -0.005 -0.001 0.000
H 2.271816 -1.741128 -3.615795 0.013 -0.007 -0.011 0.000
H 3.790020 -2.074898 -2.787155 -0.006 -0.005 0.003 0.000
H 2.350993 -1.638742 -1.863680 -0.003 -0.002 0.021 0.000
C -1.807822 2.672255 -3.305825 0.007 -0.033 0.011 0.018
Si -0.469445 1.629358 -2.360276 -0.049 -0.006 -0.173 0.020
C -0.862393 -0.143605 -2.830233 0.079 0.105 -0.027 0.004
C 1.145324 2.186386 -3.176135 -0.057 0.025 -0.007 0.001
H -1.519687 3.138436 -4.246633 -0.011 -0.015 -0.013 0.001
H -1.270387 4.213262 -2.046314 0.012 -0.040 0.000 0.014
H -2.790251 2.216781 -3.409015 0.009 -0.034 0.033 0.000
H -0.839469 -0.280990 -3.914188 0.004 -0.023 0.005 0.000
H -1.844340 -0.426775 -2.448869 0.002 -0.004 0.005 0.000
H -0.138340 -0.828850 -2.382237 -0.004 0.004 0.012 0.000
H 1.142768 1.979248 -4.249101 -0.017 -0.005 0.004 0.000
H 2.012589 1.674224 -2.753611 -0.003 -0.009 0.022 0.000
H 1.313514 3.261875 -3.051165 0.019 -0.010 0.007 0.000
```
Positions in Å, forces in eV/Å.

## Properties
charge: +1
total energy: -107447.0175 eV
gap between HOMO and LUMO (spin up / spin down): 0.208 / 0.212 Eh
maximum force: 0.7 eV/A
relative energy (zero: lowest compared OMol25 entry of this formula, charge and spin): 79.59 kcal/mol
HOMO energy (spin up / spin down): -9.4 / -9.9 eV
spin multiplicity: 4
⟨S²⟩: 3.790

2.
This record from the Open Molecules 2025 dataset describes a molecular structure, C47H48B2LaN15Se. The level of theory is ωB97M-V with the def2-TZVPD basis set.

Structure (XYZ):
```
114
Properties=species:S:1:pos:R:3:forces:R:3:lowdin_spin:R:1
La 11.507875 12.025897 15.697079 -1.923 -0.695 -0.095 0.001
C 7.601670 12.552563 19.077102 -0.376 1.381 0.076 0.000
C 8.571437 11.553021 18.579577 -0.045 -2.379 0.683 0.000
C 8.285121 10.198707 18.660314 2.022 1.051 -1.405 0.000
C 9.506906 9.558428 18.169082 -2.522 0.832 -0.241 0.000
N 10.423859 10.425605 17.734065 -1.536 0.586 2.260 0.000
N 9.879763 11.698589 18.168207 -0.101 0.249 -1.201 0.000
B 10.822202 12.675511 18.923894 0.573 1.613 -0.146 0.000
N 10.864584 14.200427 18.303343 0.453 -0.269 -1.247 0.000
N 11.414141 14.415578 17.006567 -0.153 -0.796 1.437 0.001
C 11.625997 15.730199 16.900317 -1.117 -0.368 -0.942 0.000
C 11.083743 16.396405 17.999062 0.180 -1.061 1.411 0.000
C 10.690087 15.405608 18.912182 0.720 -0.431 -2.417 0.000
C 10.078312 15.556413 20.221128 -1.486 0.992 0.960 0.000
C 12.189576 16.398019 15.694104 -0.579 -0.478 0.156 0.005
C 12.542762 17.717735 15.935253 -0.421 0.166 1.144 0.001
C 13.013118 18.528815 14.961663 0.044 1.260 -2.886 -0.001
C 13.055684 18.045143 13.621102 0.695 -0.059 0.912 0.000
C 12.829747 16.701075 13.409344 0.530 -0.288 -1.293 0.005
C 12.315200 15.888954 14.390815 -0.383 -0.396 1.111 0.013
N 12.280675 12.129467 18.858035 0.068 -0.699 -1.440 0.000
N 13.031672 11.804291 17.679337 0.284 0.902 0.928 0.000
C 14.278748 11.494861 18.087740 -0.031 -0.591 3.788 0.000
C 14.345266 11.538873 19.525399 -3.695 0.169 -1.335 0.000
C 12.990820 11.861566 19.922490 4.046 -0.442 0.629 0.000
C 12.616486 11.874568 21.369016 -1.699 0.919 -0.573 0.000
C 15.488801 10.993635 17.423660 0.467 -0.119 -2.172 0.001
C 15.476870 10.700980 16.049141 0.277 0.537 -1.100 0.004
C 16.686621 10.385679 15.367361 -1.384 -0.838 -0.336 0.001
C 17.887422 10.294975 16.042460 -1.384 0.169 -1.442 0.000
C 17.880786 10.576527 17.372579 1.663 -0.474 2.511 0.000
C 16.734512 10.842091 18.096682 -1.534 0.877 -0.437 0.000
C 9.580632 8.112513 18.217479 1.282 -1.860 -0.900 0.000
C 10.858653 7.582081 18.538605 -0.801 0.882 -0.820 0.000
C 11.108118 6.231535 18.457640 -1.521 -0.571 1.323 0.000
C 9.969444 5.363418 18.402310 3.622 -0.950 0.069 0.000
C 8.746964 5.865710 18.165067 -1.616 -0.362 -0.748 0.000
C 8.553225 7.210192 17.915043 -1.716 2.487 -0.620 0.000
H 7.354600 12.412952 20.139414 0.186 -0.205 -0.307 0.000
H 6.641609 12.500534 18.517090 0.674 -0.082 0.373 0.000
H 7.956950 13.581858 18.991948 0.024 -0.025 -0.156 0.000
H 7.325421 9.769180 18.912312 0.329 -0.183 0.142 0.000
H 10.519670 12.886412 20.100555 0.070 -0.549 -0.828 0.000
H 11.005253 17.433722 18.216523 0.044 0.498 -0.044 0.000
H 10.786172 15.643353 21.050238 0.087 -0.206 -0.172 0.000
H 9.426255 14.674010 20.388380 0.159 0.899 0.273 0.000
H 9.504801 16.548606 20.221799 0.483 -1.570 0.112 0.000
H 12.273189 18.145143 16.906210 0.737 -0.187 -0.334 0.000
H 13.264368 19.580521 15.128066 -0.231 -0.395 0.157 0.000
H 13.276669 18.620016 12.725646 0.352 0.374 0.544 0.000
H 13.137495 16.228582 12.451925 -0.840 0.564 0.431 0.000
H 11.930727 14.924985 14.056060 0.348 0.034 0.518 0.001
H 15.035665 11.074413 20.188316 0.508 0.141 0.199 0.000
H 13.536224 11.878863 21.950170 -0.318 0.029 0.174 0.000
H 11.991602 10.986659 21.568572 0.353 0.287 0.190 0.000
H 11.952119 12.771672 21.557271 0.985 -0.966 0.236 0.000
H 14.529891 10.792035 15.443083 1.242 -0.165 0.884 0.001
H 16.710635 10.021203 14.316149 -0.486 0.687 0.732 0.000
H 18.687961 9.975386 15.408991 0.924 0.044 0.452 0.000
H 18.829168 10.492352 17.940789 -0.660 0.116 -0.371 0.000
H 16.710327 11.044657 19.165791 0.640 -0.110 -0.351 0.000
H 11.520739 8.416153 18.722703 0.982 -0.603 0.163 0.000
H 12.048092 5.778981 18.709864 0.464 0.133 -0.188 0.000
H 10.208425 4.263029 18.483355 -0.739 1.332 -0.026 0.000
H 7.935856 5.164003 18.080752 -0.370 0.016 -0.153 0.000
H 7.569682 7.640005 17.424168 1.916 -1.119 1.365 0.000
C 13.929999 8.060067 15.019906 2.138 0.176 -0.134 0.000
C 13.408696 9.140386 14.099887 -0.236 0.586 0.219 0.000
C 13.922078 9.410463 12.833803 0.423 0.008 -1.841 0.000
C 13.011750 10.260103 12.210915 -0.822 0.294 0.426 0.000
N 11.952709 10.510574 13.092264 2.707 -0.270 -0.148 0.000
N 12.343348 9.925955 14.308390 -1.683 -1.055 0.146 0.000
B 10.451737 10.654157 12.575628 -1.051 0.507 -0.582 0.000
N 9.409409 10.176915 13.746509 0.067 -0.534 0.667 0.000
C 8.167047 9.594533 13.468027 1.609 0.788 -0.090 0.000
C 7.214583 10.296624 14.123621 1.354 1.274 0.791 0.000
C 7.916035 11.302349 14.918202 -0.712 -2.046 -1.249 0.000
C 7.225931 12.424995 15.589872 1.124 1.980 0.414 0.000
N 9.230524 11.114716 14.813551 -1.084 -0.027 -2.222 0.000
N 10.115242 12.163415 12.176948 0.574 1.877 2.003 0.000
C 9.104587 12.664283 11.396707 0.497 -1.864 -1.244 0.000
C 8.619994 13.824420 11.871443 1.208 1.149 1.950 0.000
C 9.430509 14.092776 13.025314 -0.716 -0.441 -0.599 0.000
C 9.108800 15.227993 13.921849 1.205 -0.116 1.126 0.000
N 10.364456 13.195984 13.230453 -0.678 -2.403 -1.014 0.001
N 10.233893 9.815708 11.272445 1.107 0.357 -1.218 0.000
C 10.343428 8.473289 11.204141 0.452 -0.848 0.508 0.000
C 10.748362 8.061281 9.957503 -0.529 1.402 -0.162 0.000
C 10.833270 9.265534 9.181731 -1.219 0.781 3.108 0.000
C 10.991536 9.490024 7.740163 -0.739 -0.137 -1.063 0.000
N 10.585189 10.335668 9.990269 -0.220 -1.304 0.395 0.000
H 14.800184 7.531968 14.476207 -1.261 0.921 0.827 0.000
H 14.345947 8.406456 16.004200 -0.564 -0.164 -0.923 0.000
H 13.205674 7.290211 15.200630 -0.644 -0.186 0.120 0.000
H 14.829806 8.951824 12.371427 -1.068 0.569 0.487 0.000
H 13.001418 10.722193 11.208319 -0.098 -0.615 0.655 0.000
H 8.057214 8.695173 12.848598 0.232 0.865 -0.022 0.000
H 6.191639 10.259731 13.895347 -1.240 -0.229 0.305 0.000
H 6.578018 13.018801 14.889901 0.315 -0.994 0.587 0.000
H 6.746002 12.226250 16.542587 -0.487 -0.460 -0.343 0.000
H 7.999538 13.167623 15.885233 -0.214 -0.267 -0.151 0.000
H 8.878071 12.156274 10.446988 -0.007 0.046 0.810 0.000
H 7.927615 14.597534 11.618092 -0.533 -0.349 -0.895 0.000
H 8.066762 15.471062 13.852480 -0.457 0.255 -0.128 0.000
H 9.333070 14.995885 14.981633 -0.108 0.006 -0.413 0.000
H 9.731757 16.081903 13.689788 -0.094 0.455 -0.146 0.000
H 10.202185 7.845637 12.086444 -0.007 0.297 -0.233 0.000
H 10.895799 7.059741 9.642731 0.051 -0.593 -0.261 0.000
H 11.240292 8.557044 7.201689 0.190 0.642 0.246 0.000
H 10.072424 9.910290 7.257328 0.473 -0.537 0.624 0.000
H 11.706147 10.280910 7.627641 0.778 0.153 -0.483 0.000
Se 15.817843 14.852309 15.259270 -0.664 -0.447 -0.212 0.779
C 14.395993 13.753471 14.882418 -1.148 -0.995 -0.128 0.080
N 13.472689 13.054553 14.685250 3.011 1.759 -0.129 0.106
```
Positions in Å, forces in eV/Å.

## Properties
charge: +1
total energy: -139425.8094 eV
gap between HOMO and LUMO (spin up / spin down): 0.310 / 0.163 Eh
maximum force: 4.1 eV/A
relative energy (zero: lowest compared OMol25 entry of this formula, charge and spin): 64.64 kcal/mol
HOMO energy (spin up / spin down): -10.6 / -10.6 eV
spin multiplicity: 2
⟨S²⟩: 0.758